[1]
ORCA calculation (wB97M-V/def2-TZVPD) on a structure of composition C27H36AsF6N5O.

Results
* HOMO energy: -15.7 eV
* gap between HOMO and LUMO: 0.2131 Ha
* total charge: +4
* energy relative to the best compared isomer or geometry (same formula, charge and spin): 231.4 kJ/mol
* calculated total energy: -4233.12907 a.u.

XYZ file:
```
76
Properties=species:S:1:pos:R:3:lowdin_charge:R:1
C -2.318 -9.123 -4.027 0.029
C -2.303 -9.952 -5.310 -0.335
O -3.175 -9.929 -6.138 0.187
N -1.097 -10.944 -5.517 0.102
H -0.471 -10.523 -6.188 0.171
H -0.525 -10.935 -4.685 0.158
C -1.559 -12.359 -6.028 0.064
H -1.590 -8.314 -4.093 0.102
H -2.276 -9.706 -3.107 0.098
H -3.278 -8.615 -4.109 0.104
H -0.709 -13.022 -5.867 0.107
H -1.983 -12.185 -7.017 0.108
H -2.418 -12.733 -5.471 0.105
C 8.305 10.397 0.969 0.079
N 7.010 9.685 0.827 -0.086
C 6.724 9.105 -0.401 0.050
C 5.468 8.587 -0.684 0.053
C 4.471 8.586 0.296 -0.111
C 4.872 8.960 1.586 0.054
C 6.100 9.545 1.808 0.028
C 3.060 8.151 0.057 -0.127
C 1.960 8.859 0.458 0.069
C 0.629 8.382 0.329 0.074
N 0.502 7.232 -0.329 -0.092
C 1.525 6.571 -0.886 0.018
C 2.816 7.032 -0.751 0.061
C -0.759 6.499 -0.279 0.032
H 9.052 9.640 0.730 0.124
H 8.218 10.705 2.011 0.109
H 8.224 11.160 0.195 0.124
H 7.378 9.289 -1.241 0.157
H 5.237 8.169 -1.653 0.137
H 4.193 9.084 2.416 0.139
H 6.498 9.980 2.713 0.153
H 2.224 9.749 1.010 0.139
H -0.249 8.780 0.817 0.163
H 1.305 5.673 -1.444 0.158
H 3.571 6.454 -1.261 0.139
H -0.974 5.957 -1.200 0.121
H -1.501 7.296 -0.309 0.113
H -0.904 5.876 0.603 0.124
C -6.753 -3.054 2.465 0.063
N -5.316 -3.151 2.804 -0.093
C -4.659 -2.041 3.023 0.024
C -3.321 -2.114 3.312 0.035
C -2.595 -3.267 3.158 -0.103
C -3.349 -4.392 2.717 0.097
C -4.754 -4.315 2.619 0.028
C -1.104 -3.131 3.448 -0.117
C -0.280 -2.286 2.708 0.056
C 1.131 -2.343 2.738 0.057
N 1.739 -3.143 3.674 -0.102
C 0.968 -3.906 4.493 0.055
C -0.427 -3.949 4.339 0.054
C 3.147 -2.997 3.832 0.019
H -7.332 -3.970 2.584 0.118
H -6.738 -2.896 1.386 0.133
H -7.196 -2.280 3.091 0.118
H -5.318 -1.192 3.124 0.163
H -2.857 -1.169 3.554 0.142
H -2.700 -5.224 2.484 0.134
H -5.345 -5.097 2.165 0.163
H -0.717 -1.719 1.899 0.140
H 1.822 -1.907 2.031 0.153
H 1.404 -4.608 5.189 0.156
H -0.950 -4.612 5.012 0.141
H 3.534 -3.647 4.617 0.121
H 3.363 -1.968 4.120 0.122
H 3.552 -3.192 2.839 0.122
As -4.330 -1.388 -4.032 0.872
F -3.329 -2.003 -2.698 -0.328
F -5.327 -0.409 -2.882 -0.325
F -5.281 -0.767 -5.348 -0.262
F -3.272 -2.199 -5.273 -0.316
F -5.424 -2.787 -3.769 -0.306
F -3.236 0.061 -4.254 -0.335
```



[2]
ORCA calculation (wB97M-V/def2-TZVPD) on a structure of composition C27H36AuGeNSe.

Results
* HOMO energy (alpha / beta): -7.6 / -7.5 eV
* gap between HOMO and LUMO (alpha / beta): 0.2216 / 0.2193 Ha
* energy relative to the best compared isomer or geometry (same formula, charge and spin): 9.1 kJ/mol
* calculated total energy: -5719.16975 a.u.

XYZ file:
```
67
Properties=species:S:1:pos:R:3:lowdin_charge:R:1
Au -0.356 -2.502 -0.326 0.711
N 1.926 -2.666 -0.050 -0.019
C 2.833 -1.812 0.663 -0.259
C 4.115 -1.595 0.174 -0.030
C 5.016 -0.811 0.877 -0.080
C 4.640 -0.248 2.086 -0.081
C 3.358 -0.455 2.570 -0.026
C 2.434 -1.212 1.857 -0.178
C 1.051 -1.383 2.381 -0.242
C 0.828 -2.377 3.331 -0.032
C -0.429 -2.568 3.881 -0.068
C -1.481 -1.762 3.478 -0.078
C -1.263 -0.767 2.540 -0.136
C -0.004 -0.549 1.971 -0.290
H 2.295 -2.889 -0.966 0.085
H 1.792 -3.555 0.439 -0.029
H 4.415 -2.056 -0.761 0.115
H 6.011 -0.658 0.482 0.105
H 5.341 0.360 2.644 0.105
H 3.047 0.000 3.503 0.125
H 1.656 -2.999 3.648 0.123
H -0.575 -3.335 4.630 0.107
H -2.469 -1.903 3.896 0.106
H -2.092 -0.136 2.236 0.093
C 2.020 4.190 0.871 -0.120
C 2.736 3.660 -0.369 -0.267
C 1.996 2.534 -1.094 -0.271
C 1.780 1.263 -0.255 -0.287
Ge 0.144 1.112 0.870 0.976
C -1.435 1.248 -0.325 -0.314
C -1.801 2.667 -0.777 -0.293
C -2.553 3.454 0.295 -0.285
C -2.756 4.910 -0.114 -0.113
H 2.479 5.117 1.214 0.070
H 2.066 3.471 1.689 0.048
H 0.968 4.391 0.655 0.061
H 3.730 3.300 -0.087 0.105
H 2.884 4.483 -1.073 0.103
H 2.599 2.260 -1.965 0.105
H 1.045 2.912 -1.476 0.082
H 2.662 1.091 0.360 0.047
H 1.704 0.408 -0.932 0.058
H 0.052 2.191 1.956 -0.006
H -2.309 0.801 0.154 0.050
H -1.198 0.622 -1.191 0.047
H -2.430 2.608 -1.671 0.112
H -0.905 3.228 -1.056 0.078
H -1.997 3.406 1.236 0.088
H -3.525 2.983 0.468 0.109
H -1.792 5.408 -0.237 0.067
H -3.327 5.463 0.633 0.069
H -3.292 4.969 -1.063 0.073
C -2.417 -2.556 -0.692 -0.268
C -2.685 -2.792 -2.128 -0.341
C -2.794 -1.729 -3.031 -0.064
C -3.110 -1.952 -4.361 -0.096
C -3.308 -3.244 -4.825 -0.102
C -3.170 -4.314 -3.949 -0.085
C -2.865 -4.089 -2.619 -0.072
H -2.807 -3.353 -0.064 0.028
H -2.793 -1.591 -0.356 0.038
H -2.634 -0.714 -2.682 0.094
H -3.216 -1.114 -5.038 0.099
H -3.573 -3.419 -5.860 0.097
H -3.305 -5.326 -4.308 0.102
H -2.754 -4.924 -1.937 0.077
Se -0.205 -5.154 -0.050 -0.026
```